{"formula": "C52H78CrF3N3O3", "method": "ωB97M-V/def2-TZVPD", "charge": -2, "spin_multiplicity": 5, "total_energy_ha": -3762.42657, "gap_ev": [5.9, 6.3], "symbols": ["Cr", "F", "F", "F", "O", "O", "O", "N", "N", "N", "C", "C", "C", "C", "C", "C", "C", "C", "C", "C", "C", "C", "C", "C", "C", "C", "C", "C", "C", "C", "C", "C", "C", "C", "C", "C", "C", "C", "C", "C", "C", "C", "C", "C", "C", "C", "C", "C", "C", "C", "C", "C", "C", "C", "C", "C", "C", "C", "C", "C", "C", "C", "H", "H", "H", "H", "H", "H", "H", "H", "H", "H", "H", "H", "H", "H", "H", "H", "H", "H", "H", "H", "H", "H", "H", "H", "H", "H", "H", "H", "H", "H", "H", "H", "H", "H", "H", "H", "H", "H", "H", "H", "H", "H", "H", "H", "H", "H", "H", "H", "H", "H", "H", "H", "H", "H", "H", "H", "H", "H", "H", "H", "H", "H", "H", "H", "H", "H", "H", "H", "H", "H", "H", "H", "H", "H", "H", "H", "H", "H"], "coordinates": [[1.62893, -0.45708, 0.63197], [2.23904, -1.84081, 3.30707], [3.58320, -0.21704, 2.79430], [3.78551, -2.13505, 1.83594], [2.14650, -2.09387, -0.61117], [1.34318, 1.18847, 1.79314], [1.37751, 0.59415, -1.12537], [-1.17645, -0.20254, 1.95746], [-1.11374, -1.21451, -0.81974], [-1.20497, 1.62161, -0.33808], [1.22135, 1.45138, 7.46963], [3.19895, 3.37946, -2.53910], [2.69539, 4.75205, 3.85948], [4.74657, 1.33824, -3.78122], [4.83824, -3.72286, -0.38258], [3.40971, -4.56344, -2.22999], [3.23491, 6.09154, -3.93501], [-0.46955, -0.58951, 3.18067], [2.83314, 3.40299, 3.13066], [-0.53531, -2.47122, -1.26181], [1.21727, 1.32888, 3.08159], [-1.82582, -6.44673, 1.85367], [-0.42216, 2.83928, -0.33604], [0.19358, -3.35540, -0.27653], [-2.07169, -1.25432, 1.52567], [2.42997, 4.48538, -2.16846], [0.31254, -5.42496, 0.97042], [1.67604, 1.81010, -1.47984], [0.43304, 0.30170, 8.10131], [4.22768, 6.14459, -1.64565], [0.84675, 2.91824, -1.16856], [4.54607, 0.39084, -1.48841], [4.29164, 2.92537, 3.22805], [-0.29663, -6.46752, 1.90498], [0.13669, -6.15355, 3.34721], [2.84312, 2.06491, -2.26302], [2.94132, -0.27548, -3.28787], [0.67003, 2.77433, 8.01914], [1.60819, -3.22669, -0.26785], [-2.22587, 1.65926, 0.68540], [0.17347, -7.88229, 1.54540], [-2.29521, -1.38435, -0.00141], [1.24904, 4.21061, -1.49814], [1.13016, 1.43360, 5.94320], [2.93620, 5.90176, -2.44189], [-0.42766, -4.40458, 0.38607], [2.69252, 1.30861, 7.89909], [2.81683, -1.22443, 2.20231], [-1.66064, 1.13405, -1.61923], [3.69492, -4.68760, -0.72138], [1.91555, 6.96295, -2.02497], [4.20748, -6.10510, -0.45330], [-1.26857, -0.31991, -1.95404], [0.34418, 0.54199, 5.22546], [-1.78202, 1.10719, 2.03517], [1.68288, -5.43946, 0.67002], [2.52962, 3.69004, 1.65554], [1.88373, 2.32524, 5.18352], [3.74771, 0.89811, -2.69993], [2.34547, -4.42681, -0.01902], [0.35665, 0.49080, 3.83809], [1.91620, 2.34857, 3.79210], [1.64540, 5.05292, 3.91081], [-2.57724, 2.69396, 0.85660], [2.32942, 5.93307, -4.52774], [-1.06080, 1.79209, 2.47333], [1.19985, 3.62559, 7.58264], [3.88087, -0.01019, -0.72494], [2.25501, -6.31081, 0.96819], [2.30487, 0.07260, -4.11046], [-0.13897, 3.02008, 0.70551], [4.23883, 1.84435, -4.60834], [3.09136, 4.72939, 4.87673], [-0.30147, -0.29390, -2.44722], [4.31661, -4.77736, -2.80907], [2.30543, 7.95968, -2.25550], [-1.31442, -3.09493, -1.74182], [4.11611, 3.56064, -3.08666], [4.40750, -6.26212, 0.61112], [0.58423, 0.30322, 9.18563], [-3.05530, -0.67282, -0.32274], [1.52220, 4.10490, 1.54141], [-0.21124, -5.15896, 3.64098], [0.19344, -2.21323, -2.02806], [-3.10100, 1.11215, 0.33826], [5.51932, 2.00769, -3.39090], [-2.67147, 1.10902, 2.69964], [3.24803, 5.52033, 3.30904], [-2.22079, -5.47651, 2.16262], [4.96960, 3.66619, 2.78607], [5.12912, 1.20417, -1.04524], [2.62475, -5.26333, -2.53281], [3.63731, -1.02242, -3.68678], [-0.35205, -8.62284, 2.15869], [-3.06484, -1.12872, 1.99740], [-1.51469, -4.44321, 0.38454], [-2.75070, 1.25472, -1.69307], [-0.30777, -0.15510, 5.74368], [5.25356, 0.45418, -4.17790], [3.50068, -6.86940, -0.78983], [3.14090, 0.43026, 7.42800], [2.31323, -0.74995, -2.53729], [-2.73421, -2.37908, -0.18103], [2.48920, 3.05526, 5.71321], [3.24076, 4.44104, 1.29164], [0.76364, -0.66346, 7.70859], [3.08042, -3.54725, -2.46650], [5.69454, -3.95288, -1.02870], [0.58806, 5.02221, -1.20550], [5.23038, -0.41302, -1.78471], [-0.26848, -6.89174, 4.05188], [-0.39013, 2.87771, 7.77098], [0.16830, -1.44567, 2.93753], [-1.66897, -2.20113, 1.88923], [-1.23435, 1.75056, -2.41669], [0.77936, 2.82368, 9.11041], [1.71273, 6.91920, -0.95125], [4.41092, 1.97768, 2.69779], [5.14934, -3.83464, 0.65662], [1.24413, -8.00949, 1.72049], [2.59755, 2.80421, 1.03303], [3.60451, 7.10591, -4.12729], [3.99112, 5.38528, -4.28540], [4.59576, 7.16696, -1.79802], [-1.06027, 3.69412, -0.64112], [0.96783, 6.83393, -2.55670], [4.53852, -2.68938, -0.53290], [-1.19062, -0.94763, 3.93769], [-2.01222, -0.70397, -2.68151], [5.01059, 5.44594, -1.95201], [2.76753, 1.20414, 8.98812], [1.22611, -6.15186, 3.42779], [-0.02446, -8.09842, 0.49160], [5.14759, -6.24947, -0.99546], [-0.64032, 0.39716, 7.91090], [4.58225, 2.76590, 4.27108], [-2.22904, -7.20492, 2.53177], [-2.19229, -6.65834, 0.84519], [4.04885, 5.99090, -0.57930], [3.28015, 2.18086, 7.60143]], "atomic_forces_ev_per_a": [[-0.31, 0.48, -0.69], [0.08, -0.12, 0.10], [0.01, -0.12, 0.00], [0.09, -0.13, -0.03], [-0.02, -0.12, 0.10], [-0.15, -0.17, -0.06], [0.11, 0.35, 0.26], [0.03, 0.01, -0.03], [0.13, 0.02, 0.12], [-0.08, -0.02, -0.05], [0.01, 0.00, -0.06], [-0.05, -0.15, -0.14], [0.04, 0.02, 0.01], [0.03, 0.02, 0.03], [-0.12, 0.04, 0.12], [-0.02, 0.07, -0.06], [-0.02, 0.01, -0.07], [-0.08, 0.03, -0.07], [0.01, -0.13, -0.02], [-0.05, -0.05, 0.10], [0.16, 0.08, -0.22], [-0.02, -0.02, -0.02], [0.17, -0.13, 0.03], [-0.05, 0.01, 0.04], [0.15, 0.06, -0.17], [0.08, -0.05, 0.13], [0.14, 0.09, 0.10], [-0.29, -0.33, 0.03], [-0.02, -0.02, -0.01], [0.04, -0.02, 0.00], [-0.07, 0.10, 0.08], [0.02, 0.03, -0.01], [-0.02, -0.09, -0.02], [0.03, 0.06, 0.00], [0.00, 0.04, 0.01], [0.25, 0.14, -0.04], [-0.06, 0.04, -0.12], [0.01, 0.06, 0.03], [0.06, 0.11, -0.11], [0.01, -0.01, -0.01], [0.00, -0.08, -0.03], [0.00, 0.09, 0.09], [-0.15, -0.06, -0.16], [0.08, -0.06, -0.08], [-0.03, -0.04, 0.01], [-0.08, -0.05, -0.16], [-0.01, -0.02, -0.02], [0.38, -0.18, 0.44], [0.09, 0.06, 0.03], [-0.08, 0.10, 0.03], [-0.02, 0.01, 0.02], [0.00, -0.05, 0.01], [0.04, 0.06, 0.16], [-0.11, 0.08, -0.01], [0.02, -0.09, -0.10], [0.07, 0.00, -0.02], [-0.08, 0.07, 0.04], [-0.09, 0.19, -0.06], [-0.06, 0.03, 0.06], [-0.06, -0.14, 0.07], [0.07, -0.19, 0.07], [0.17, 0.11, 0.24], [0.03, 0.01, -0.01], [-0.02, 0.05, 0.00], [0.04, 0.01, 0.02], [0.02, -0.01, 0.01], [-0.04, -0.05, 0.03], [0.00, -0.02, 0.01], [-0.01, 0.04, 0.00], [0.04, 0.00, 0.00], [0.00, -0.08, 0.01], [0.03, -0.05, 0.01], [0.00, 0.02, -0.02], [0.04, -0.01, -0.02], [-0.04, 0.00, 0.03], [-0.01, -0.02, 0.01], [-0.09, -0.02, -0.04], [0.02, -0.01, 0.01], [0.01, 0.00, -0.06], [-0.02, 0.00, -0.02], [-0.01, 0.02, -0.02], [0.06, -0.06, -0.03], [0.02, -0.07, -0.02], [0.08, -0.03, -0.05], [-0.03, 0.00, 0.00], [-0.06, 0.01, 0.00], [-0.04, -0.02, 0.07], [-0.01, -0.02, 0.02], [0.01, -0.04, -0.01], [-0.04, -0.02, 0.02], [0.00, -0.03, -0.03], [0.04, 0.02, 0.01], [-0.01, 0.01, -0.01], [0.03, 0.01, -0.01], [-0.13, -0.09, 0.05], [0.06, 0.05, 0.01], [-0.09, -0.01, -0.03], [0.04, 0.00, -0.03], [0.00, 0.03, 0.02], [0.02, 0.03, 0.02], [-0.03, 0.04, 0.05], [0.09, 0.05, -0.04], [-0.07, -0.04, 0.05], [-0.03, -0.06, -0.02], [-0.03, 0.01, 0.01], [-0.01, 0.05, 0.05], [0.03, -0.08, 0.03], [-0.02, 0.02, 0.03], [0.03, -0.04, 0.02], [-0.03, 0.04, 0.00], [0.02, 0.04, -0.04], [0.05, 0.00, 0.00], [-0.11, 0.08, -0.03], [0.10, -0.01, -0.04], [0.00, 0.05, 0.00], [-0.01, -0.01, -0.06], [0.01, 0.00, -0.07], [0.00, 0.08, 0.04], [-0.01, 0.03, 0.02], [-0.05, 0.02, -0.03], [0.02, 0.06, 0.03], [-0.01, -0.03, 0.00], [-0.05, 0.03, 0.03], [-0.01, -0.05, 0.00], [-0.02, 0.09, 0.00], [0.06, 0.01, 0.03], [-0.04, 0.02, 0.00], [-0.08, 0.00, 0.08], [-0.05, -0.06, -0.04], [-0.04, 0.04, 0.02], [0.00, 0.03, -0.04], [-0.04, -0.01, 0.00], [0.00, 0.00, 0.06], [-0.04, -0.01, 0.02], [0.08, -0.01, -0.02], [-0.02, 0.00, -0.03], [0.00, 0.00, -0.01], [0.01, 0.01, 0.03], [0.00, 0.02, -0.02], [-0.04, -0.06, -0.01]], "mulliken_spin": [3.961, 0.007, -0.005, -0.001, 0.018, -0.142, -0.030, 0.026, 0.056, -0.004, 0.001, 0.000, 0.000, 0.000, -0.001, 0.001, 0.000, 0.025, 0.000, -0.069, -0.027, 0.000, 0.004, 0.015, 0.025, 0.003, 0.004, 0.025, 0.000, 0.000, -0.029, -0.104, 0.004, -0.001, 0.000, -0.015, 0.018, 0.000, 0.001, -0.009, 0.001, 0.003, 0.002, 0.006, 0.000, -0.019, 0.000, 0.077, 0.010, 0.002, 0.000, -0.001, -0.009, -0.003, 0.035, -0.004, -0.015, -0.004, -0.006, -0.008, -0.007, -0.012, 0.000, -0.001, 0.000, -0.015, 0.000, 0.113, 0.000, -0.001, 0.004, 0.000, 0.000, 0.000, 0.000, 0.000, -0.002, 0.001, 0.000, 0.000, -0.002, 0.000, 0.000, -0.011, 0.001, 0.000, 0.005, 0.000, 0.000, 0.000, 0.000, 0.000, 0.001, 0.000, 0.003, -0.003, 0.001, 0.000, 0.000, 0.000, 0.000, 0.005, -0.005, 0.000, -0.002, 0.000, -0.001, 0.000, 0.000, 0.000, 0.000, 0.000, 0.045, 0.000, 0.001, 0.000, 0.000, -0.002, 0.000, 0.000, 0.038, 0.000, 0.000, 0.000, 0.000, 0.000, 0.008, 0.005, 0.004, 0.000, 0.000, 0.000, 0.000, 0.000, 0.000, 0.000, 0.000, 0.000, 0.000, 0.000]}